{
  "formula": "C45H43N5O2PPdS2",
  "method": "ωB97M-V with the def2-TZVPD basis set",
  "elements": ["Pd", "S", "S", "P", "O", "O", "N", "N", "N", "N", "N", "C", "C", "C", "C", "C", "C", "C", "C", "C", "C", "C", "C", "C", "C", "C", "C", "C", "C", "C", "C", "C", "C", "C", "C", "C", "C", "C", "C", "C", "C", "C", "C", "C", "C", "C", "C", "C", "C", "C", "C", "C", "C", "C", "C", "C", "H", "H", "H", "H", "H", "H", "H", "H", "H", "H", "H", "H", "H", "H", "H", "H", "H", "H", "H", "H", "H", "H", "H", "H", "H", "H", "H", "H", "H", "H", "H", "H", "H", "H", "H", "H", "H", "H", "H", "H", "H", "H", "H"],
  "coordinates": [[0.615007, 1.520525, 0.916916], [3.891541, 0.819891, 0.637404], [0.864619, -2.552135, -0.144540], [-1.040640, 2.806011, 0.248143], [0.604773, -1.107734, -0.432659], [2.577251, 0.666796, 1.370425], [-3.765898, -2.838773, 2.420600], [-1.913684, -1.484615, 3.111320], [-5.346908, -3.094640, 0.989734], [-0.546969, -0.127776, 2.071498], [-4.992386, -2.417916, 2.008575], [4.635037, 2.382060, -1.444627], [1.224021, 3.417933, 0.523826], [4.353111, -0.815957, -0.008236], [-0.731393, -1.505651, 3.817727], [0.104640, 4.167223, 0.177727], [3.120432, -4.263605, -3.706226], [2.102386, -2.550713, 1.242215], [0.134056, 5.533142, -0.062965], [2.075201, -4.571074, -1.563028], [-2.828617, 3.177858, -3.400981], [2.301971, 1.980942, -2.907115], [-4.340188, -3.991333, 0.681312], [2.813683, -2.910430, -3.668222], [2.459766, 1.347221, -1.684842], [-3.741604, 2.862180, 1.019602], [-4.472441, 3.750574, 3.131204], [-2.135006, 3.774702, 2.569887], [-1.790834, 1.006639, -3.321658], [2.505437, 5.427784, 0.378034], [4.478068, 2.995669, -2.680261], [-1.765115, -0.624927, 2.062715], [3.309121, 2.802320, -3.403576], [-2.043274, -5.498885, 0.537533], [1.799833, -3.209612, -1.522028], [3.622914, 1.564503, -0.965522], [-2.426111, 3.177324, 1.343932], [-2.800556, -0.369537, 1.029276], [-3.308469, -3.828978, 1.605070], [-3.116370, -2.198396, 3.520730], [-2.127269, -4.570531, 1.552586], [4.578215, -1.873296, 1.076486], [2.747369, -5.094503, -2.655785], [-1.370311, 1.251716, -2.021837], [-2.415898, 3.427673, -2.101077], [0.103647, -0.664312, 3.159349], [-4.240389, -4.937948, -0.340304], [2.142942, -2.379076, -2.573894], [-3.084098, -5.682569, -0.393960], [3.550584, -3.013176, 1.057661], [-2.516789, 1.969970, -4.009903], [-3.157779, 4.062551, 3.458443], [1.368328, 6.156348, 0.028438], [-4.763499, 3.151207, 1.913434], [2.449373, 4.065943, 0.639190], [-1.685578, 2.464609, -1.407652], [-2.963231, -6.429754, -1.167119], [-1.153219, -6.108816, 0.450482], [5.565194, -2.313385, 0.932023], [-3.845481, -1.528886, 3.972988], [2.062631, -1.496582, 1.518009], [-3.972197, 2.397244, 0.068294], [5.273814, -0.576370, -0.546305], [3.344727, 3.548451, 0.961053], [2.972544, -6.152244, -2.693723], [-2.395272, 0.331934, 0.305364], [-3.061194, -1.282674, 0.492761], [1.454910, 7.218883, -0.159451], [-1.553552, 0.062473, -3.795560], [-3.394345, 3.926171, -3.941055], [1.691012, 0.691725, -1.292936], [5.525914, 2.556670, -0.851492], [-2.806763, -2.942448, 4.253499], [5.258605, 3.638249, -3.065208], [-3.712268, 0.044354, 1.460396], [4.597237, -1.402786, 2.064262], [-1.322909, -4.426934, 2.262515], [-2.842985, 1.779509, -5.024315], [-2.930856, 4.531154, 4.407125], [-0.606323, -2.103789, 4.704439], [-2.661307, 4.370583, -1.625009], [3.639337, -4.676446, -4.560988], [1.117305, -0.391402, 3.403378], [-1.108267, 4.015005, 2.822878], [3.802332, -3.707553, 1.860171], [3.179525, 3.298077, -4.356701], [-0.797632, 0.503913, -1.484722], [1.387142, 1.836604, -3.468913], [3.453522, 5.945863, 0.459064], [3.668710, -3.574654, 0.129901], [3.087691, -2.266951, -4.494241], [-5.787190, 2.910325, 1.657131], [-0.760553, 6.092724, -0.306260], [3.610403, -1.115948, -0.748574], [1.594006, -3.114631, 2.023918], [1.873416, -1.331274, -2.533036], [-5.044499, -5.070161, -1.051710], [-5.270254, 3.977849, 3.826039], [1.765063, -5.217286, -0.748462]],
  "forces_ev_per_a": [[-0.2710, 0.3201, 0.6397], [0.2760, -0.1639, -0.2919], [0.0709, -0.0766, 0.2261], [-0.2589, 0.2057, -0.2668], [0.0823, 0.0312, -0.4105], [-0.2400, -0.0773, 0.0380], [-0.0349, 0.0136, 0.0985], [-0.1773, 0.0552, -0.0261], [-0.0012, 0.0439, 0.0027], [0.5171, 0.3265, -0.1465], [0.0797, -0.1567, -0.0331], [-0.0258, 0.0674, -0.0066], [0.0229, -0.4908, -0.0967], [-0.0159, 0.1039, 0.0514], [0.0653, -0.0052, -0.0795], [-0.0470, -0.1194, 0.0785], [-0.0077, 0.0426, 0.0093], [-0.0270, -0.0377, -0.1543], [0.0784, 0.0327, -0.0263], [-0.0157, -0.0044, 0.0220], [-0.0230, 0.0906, 0.0492], [0.0371, 0.0288, -0.0280], [0.0689, 0.0110, 0.0723], [0.0054, -0.0480, 0.0049], [-0.0186, -0.1131, -0.0648], [-0.0151, 0.0331, -0.0544], [0.0184, -0.0204, -0.0451], [-0.0319, -0.0001, 0.0285], [-0.0347, 0.0351, -0.0427], [0.0296, -0.0187, 0.0257], [-0.0133, -0.0119, 0.0144], [0.1037, -0.2055, 0.0032], [-0.0160, -0.0183, 0.0417], [0.0133, 0.0714, 0.0947], [-0.0606, -0.0343, 0.0628], [0.1295, 0.0130, 0.1012], [-0.0015, 0.0016, -0.0103], [0.0321, 0.0200, -0.0316], [-0.0993, 0.0628, -0.1065], [0.0259, 0.0102, -0.0612], [0.0586, -0.0752, -0.0115], [-0.0563, -0.0361, 0.0393], [-0.0028, -0.0121, 0.0024], [-0.0439, 0.1068, 0.0215], [-0.0307, -0.0038, -0.0086], [-0.0337, 0.0933, 0.1729], [-0.0167, -0.0288, -0.0570], [0.0248, 0.0694, 0.0026], [-0.0644, -0.0139, -0.0642], [0.0110, 0.0869, -0.0949], [0.0399, -0.0878, 0.0026], [-0.0040, -0.0090, 0.0038], [-0.1016, 0.0723, -0.0457], [-0.0003, 0.0098, 0.0605], [0.0728, 0.0217, 0.1592], [0.0721, -0.1517, 0.0592], [-0.0145, 0.0155, 0.0064], [-0.0029, 0.0039, 0.0062], [0.0303, 0.0270, 0.0360], [-0.0204, 0.0372, -0.0244], [-0.0451, -0.0054, 0.0114], [-0.0049, 0.0204, 0.0130], [-0.0011, -0.0864, -0.0329], [-0.0100, 0.0247, -0.0418], [-0.0016, 0.0111, -0.0003], [-0.0204, -0.0029, 0.0324], [0.0257, -0.0052, -0.0085], [-0.0116, -0.0159, 0.0060], [0.0039, 0.0070, 0.0061], [0.0113, -0.0069, 0.0179], [-0.0204, -0.0220, 0.0024], [-0.0135, -0.0049, -0.0138], [0.0010, 0.0220, 0.0586], [-0.0086, -0.0056, -0.0007], [-0.0051, -0.0240, -0.0051], [-0.0465, -0.0279, -0.0075], [-0.0049, -0.0062, -0.0038], [0.0033, -0.0013, 0.0110], [-0.0027, -0.0017, -0.0092], [-0.0066, 0.0280, -0.0116], [-0.0023, -0.0017, -0.0256], [-0.0012, -0.0002, 0.0021], [-0.0165, 0.0003, -0.0320], [-0.0120, 0.0001, 0.0068], [-0.0071, -0.0120, 0.0058], [-0.0028, -0.0049, 0.0033], [0.0291, -0.0499, 0.0262], [0.0085, 0.0061, -0.0019], [-0.0027, -0.0119, 0.0098], [0.0098, 0.0016, -0.0054], [-0.0007, -0.0077, 0.0056], [0.0145, 0.0015, -0.0014], [0.0042, -0.0004, -0.0052], [-0.0848, 0.0545, 0.0364], [0.0450, -0.0236, 0.0077], [0.0004, 0.0118, 0.0058], [0.0235, -0.0088, 0.0087], [0.0014, -0.0001, -0.0061], [0.0138, 0.0044, -0.0128]],
  "lowdin_charge": [0.74, 1.03, 0.98, 0.98, -0.58, -0.61, -0.08, -0.01, 0.08, 0.03, 0.06, -0.09, -0.26, -0.29, -0.05, -0.38, -0.07, -0.28, -0.06, -0.10, -0.07, -0.05, -0.23, -0.06, -0.10, -0.10, -0.07, -0.08, -0.07, -0.07, -0.06, -0.31, -0.06, -0.08, -0.40, -0.42, -0.33, 0.02, -0.18, -0.06, -0.02, -0.21, -0.07, -0.11, -0.08, -0.13, 0.00, -0.08, -0.07, -0.21, -0.07, -0.07, -0.08, -0.07, -0.10, -0.34, 0.11, 0.10, 0.12, 0.15, 0.04, 0.11, 0.10, 0.08, 0.11, 0.04, 0.09, 0.11, 0.11, 0.11, 0.06, 0.12, 0.14, 0.11, 0.09, 0.11, 0.11, 0.11, 0.11, 0.12, 0.11, 0.11, 0.10, 0.11, 0.12, 0.11, 0.07, 0.11, 0.11, 0.09, 0.11, 0.11, 0.11, 0.08, 0.08, 0.09, 0.12, 0.11, 0.12],
  "homo_lumo_gap_ev": 8.96,
  "total_energy_ev": -93341.636,
  "total_charge": 1,
  "e_above_lowest_kcal_mol": 2.92,
  "e_homo_ev": -10.83
}

=====

{
  "formula": "C45H44HfP2",
  "method": "ωB97M-V with the def2-TZVPD basis set",
  "elements": ["Hf", "P", "P", "C", "C", "C", "C", "C", "C", "C", "C", "C", "C", "C", "C", "C", "C", "C", "C", "C", "C", "C", "C", "C", "C", "C", "C", "C", "C", "C", "C", "C", "C", "C", "C", "C", "C", "C", "C", "C", "C", "C", "C", "C", "C", "C", "C", "C", "H", "H", "H", "H", "H", "H", "H", "H", "H", "H", "H", "H", "H", "H", "H", "H", "H", "H", "H", "H", "H", "H", "H", "H", "H", "H", "H", "H", "H", "H", "H", "H", "H", "H", "H", "H", "H", "H", "H", "H", "H", "H", "H", "H"],
  "coordinates": [[-0.246447, 0.493009, -0.347860], [-1.634561, -0.899188, -1.797038], [1.781453, 0.379399, -1.870294], [-0.311588, -1.203831, -2.967168], [3.087151, 4.605768, -3.080145], [-3.081817, -2.729014, -0.412181], [1.324775, 0.943923, -6.510521], [-1.309737, 1.308104, 2.788895], [2.281116, 2.043004, -2.396977], [0.805721, -0.412666, -3.156930], [4.199649, -2.875149, -1.346684], [5.478623, -2.313109, -1.236277], [1.155312, -0.386571, -6.453773], [-2.524029, 0.609402, 4.817553], [-2.970678, -3.171444, -2.815615], [-3.755584, 0.980877, 2.718793], [-2.549315, 0.992962, 3.459494], [3.273212, -0.664055, -1.743151], [-2.574379, 1.634049, 0.709657], [-1.225543, -1.435276, -6.381392], [-3.879904, -3.855886, -0.245399], [-3.049150, 2.762104, -3.039332], [-1.149316, 1.468875, -7.050771], [0.338632, 1.922132, -7.055128], [5.657834, -0.936826, -1.427868], [-4.975926, 1.375501, -2.527562], [-3.786242, 1.318219, 1.390268], [-4.428769, 2.618242, -2.872211], [4.563590, -0.110346, -1.693123], [0.104242, -1.181165, -7.158321], [2.779098, 3.683072, -4.090458], [-1.358230, 1.448598, 1.354794], [-2.647435, -2.377174, -1.705827], [3.101790, -2.057249, -1.620910], [-2.757809, 0.419671, -2.439919], [-1.333779, 0.618784, 5.529513], [2.582206, 2.967063, -1.382314], [-3.790300, -4.291808, -2.630922], [-2.205687, 1.658363, -2.827794], [0.736759, -0.909783, 0.937689], [-1.682273, -0.375742, -5.438144], [-0.117766, 1.342096, 3.551721], [-1.615411, 0.921990, -5.744630], [2.343592, 2.402252, -3.743866], [2.960381, 4.258824, -1.729097], [-4.151033, 0.274096, -2.336401], [-4.240831, -4.637069, -1.351581], [-0.132699, 1.033369, 4.909716], [-2.000405, -1.571731, -7.155592], [-1.330067, 0.332197, 6.579287], [-4.067165, -4.907759, -3.488503], [-4.673578, 0.721788, 3.246118], [0.412889, 2.868717, -6.492528], [6.335466, -2.941890, -0.991796], [-4.215395, -4.132757, 0.753325], [0.537661, -2.182011, -7.338780], [-1.329416, 0.777152, -7.886818], [-2.250358, -0.706221, -4.568560], [3.175554, 4.987670, -0.947897], [2.513773, 2.662425, -0.335855], [-1.133863, 1.737483, -3.080601], [-4.564056, -0.700387, -2.084958], [-1.135098, -2.393625, -5.854666], [0.605811, 2.168903, -8.099660], [2.326795, 1.363902, -6.354848], [-2.022411, 1.697117, -5.101466], [1.296216, -0.379093, -4.129272], [-2.585280, -2.933627, -3.808613], [-2.612534, 3.717650, -3.357789], [2.882705, 3.953631, -5.145136], [1.198499, -1.796307, 0.482369], [-0.378093, -2.197727, -3.433643], [-4.851055, -5.529705, -1.205629], [4.055459, -3.947755, -1.199174], [2.107271, -2.499420, -1.732955], [1.927863, -1.006950, -5.989263], [-0.005535, -1.211231, 1.695204], [0.817685, 1.606116, 3.046746], [3.429943, 5.603255, -3.350608], [2.063699, 1.672398, -4.498897], [-6.051952, 1.260148, -2.402630], [-0.133600, -0.752351, -8.144918], [0.787406, 1.082457, 5.500088], [1.529140, -0.356424, 1.486581], [-5.078585, 3.481977, -3.019861], [-3.467193, 0.316639, 5.288777], [-4.722938, 1.331755, 0.836840], [-2.638578, 2.060882, -0.294153], [4.691061, 0.960677, -1.856956], [6.651728, -0.494750, -1.348623], [-1.746693, 2.379819, -7.233981], [-2.767774, -2.121932, 0.441882]],
  "forces_ev_per_a": [[-0.5976, 2.1317, 3.9773], [-2.1895, -1.3383, -1.4171], [1.4742, 1.0633, -0.5783], [1.7923, 0.1163, 0.0035], [-0.0809, -0.2238, -0.0542], [0.0127, -0.0589, -0.4255], [0.3442, -0.6626, -0.6932], [-0.7161, -0.7713, 0.0188], [-0.1900, -0.0818, 0.2016], [-1.2265, -0.6732, -0.1230], [0.0366, 0.2092, -0.0479], [-0.2650, 0.3007, -0.0036], [0.7007, 0.4371, -0.1727], [0.3985, 0.1226, 0.4216], [-0.1793, -0.0619, 0.1947], [-0.3248, 0.1068, -0.4371], [0.9336, -0.0162, -0.2259], [0.0199, -0.6016, -0.1758], [-0.0272, -0.6968, 0.5148], [0.0888, -0.4863, -0.5098], [-0.0867, -0.1162, -0.0601], [0.2277, -0.2366, 0.0638], [0.4172, 0.5575, -0.4872], [-0.5065, 0.2763, -0.4714], [-0.1677, -0.1265, 0.0123], [0.1226, 0.1780, -0.1276], [-0.1864, 0.1554, 0.0728], [0.1470, 0.0165, 0.1034], [-0.3808, -0.0124, 0.0770], [-0.5996, -0.6441, 0.0881], [-0.0460, -0.0661, 0.2288], [1.1263, 0.6901, -0.4745], [0.2486, -0.4745, 0.8609], [0.1413, 0.1519, 0.1946], [0.3982, 0.5438, -0.3715], [-0.4773, 0.1831, -0.2771], [-0.1924, -0.0938, -0.2779], [0.1479, 0.1112, 0.0644], [-0.2621, -0.1286, 0.1779], [-0.0102, -0.1448, 0.1190], [-0.4367, 0.7111, -0.4742], [0.0945, -0.2782, 0.3633], [-0.4006, -0.1713, 0.0500], [0.1790, 0.2034, 0.1850], [0.1495, 0.0490, -0.1510], [0.5292, -0.1058, 0.2946], [0.2468, 0.3271, 0.0683], [-0.0290, 0.0470, -0.6400], [0.0957, -0.1770, 0.3389], [0.0218, 0.0599, -0.2338], [0.1309, 0.2030, 0.2639], [0.1577, 0.0211, -0.1833], [0.0748, -0.2642, -0.1228], [-0.2605, 0.1664, -0.1187], [0.0757, 0.0354, -0.2625], [-0.1779, 0.4857, -0.1497], [-0.0763, 0.3136, 0.3849], [0.2533, 0.1790, -0.0761], [-0.0148, -0.1709, -0.2522], [0.0784, 0.1645, -0.1521], [-0.3771, 0.0185, 0.2919], [-0.0347, 0.2410, 0.0283], [-0.0971, 0.0955, -0.0455], [0.0001, 0.0469, 0.3642], [-0.3888, -0.2635, 0.4620], [0.0264, -0.4297, 0.0464], [0.1648, -0.8940, 0.1043], [-0.2145, -0.0222, 0.2092], [-0.2858, -0.4328, 0.1644], [-0.0676, -0.0260, 0.4055], [-0.0944, 0.1296, 0.1296], [-0.3463, 0.8370, -0.9722], [0.1478, 0.3077, -0.0895], [0.0621, 0.3613, -0.1340], [0.3289, 0.1023, 0.1334], [0.1515, 0.3026, -0.2809], [0.1460, -0.0771, -0.0876], [-0.3138, -0.0406, 0.2691], [-0.1187, -0.2164, 0.0788], [0.1458, 0.3057, 0.1675], [0.2535, 0.0660, -0.1279], [0.3066, -0.1523, 0.4594], [-0.3495, -0.0204, -0.2847], [-0.2434, -0.1511, -0.2281], [0.1616, -0.2852, 0.0414], [0.3889, 0.1070, -0.0665], [0.1142, 0.1527, 0.1962], [0.0129, -0.4078, -0.0484], [0.0901, -0.2775, 0.1445], [-0.2807, -0.1642, -0.0843], [0.1899, -0.4250, -0.1770], [-0.2361, -0.2218, -0.1859]],
  "lowdin_charge": [1.34, 0.93, 0.92, -0.27, -0.04, -0.09, -0.14, -0.20, -0.40, -0.27, -0.05, -0.04, -0.13, -0.01, -0.07, -0.01, -0.16, -0.33, -0.18, -0.17, -0.05, -0.06, -0.17, -0.17, -0.05, -0.04, -0.07, -0.03, -0.06, -0.17, -0.04, -0.23, -0.38, -0.10, -0.38, -0.05, -0.11, -0.04, -0.17, -0.27, -0.13, -0.05, -0.09, -0.07, -0.05, -0.06, -0.03, -0.05, 0.13, 0.12, 0.12, 0.13, 0.11, 0.12, 0.12, 0.12, 0.11, 0.07, 0.12, 0.10, 0.10, 0.11, 0.09, 0.13, 0.11, 0.08, 0.05, 0.10, 0.13, 0.12, 0.01, 0.10, 0.12, 0.12, 0.10, 0.11, 0.02, 0.11, 0.12, 0.06, 0.13, 0.12, 0.12, 0.03, 0.12, 0.12, 0.11, 0.08, 0.11, 0.12, 0.12, 0.10],
  "homo_lumo_gap_ev": 6.29,
  "total_energy_ev": -67244.288,
  "total_charge": 2,
  "e_homo_ev": -12.89
}